[1]
{"formula": "C43H50ClCrIN3O5SSi", "method": "the ωB97M-V functional and the def2-TZVPD basis", "elements": ["Cr", "C", "C", "C", "C", "C", "C", "C", "S", "O", "O", "N", "C", "C", "O", "O", "H", "H", "H", "H", "H", "H", "H", "H", "H", "Cl", "C", "C", "C", "I", "C", "O", "C", "N", "C", "C", "C", "C", "H", "H", "H", "H", "C", "C", "C", "C", "Si", "C", "C", "C", "C", "C", "C", "C", "C", "H", "H", "H", "H", "H", "H", "H", "H", "H", "H", "H", "H", "H", "H", "H", "H", "H", "H", "H", "H", "H", "H", "H", "H", "H", "H", "H", "N", "C", "C", "C", "C", "C", "C", "C", "C", "C", "C", "C", "C", "C", "H", "H", "H", "H", "H", "H", "H", "H", "H", "H"], "positions_angstrom": [[-0.26, 0.24, -0.20], [1.69, 1.96, 7.45], [0.74, 1.67, 6.32], [0.04, 0.47, 6.24], [-0.77, 0.20, 5.14], [-0.89, 1.12, 4.12], [-0.25, 2.34, 4.23], [0.57, 2.61, 5.31], [-2.06, 0.77, 2.76], [-2.20, -0.67, 2.75], [-3.24, 1.52, 3.19], [-1.49, 1.25, 1.39], [-1.59, 2.65, 1.10], [-1.45, 2.88, -0.42], [-1.95, 3.87, -0.94], [-0.74, 2.03, -1.02], [1.59, 1.22, 8.25], [1.49, 2.95, 7.86], [2.71, 1.94, 7.09], [0.15, -0.26, 7.03], [-1.30, -0.74, 5.05], [-0.38, 3.09, 3.46], [1.11, 3.55, 5.37], [-0.74, 3.22, 1.53], [-2.52, 3.08, 1.49], [1.54, -3.24, 5.41], [1.40, -2.05, 4.14], [2.18, -0.91, 4.22], [2.07, 0.05, 3.25], [3.28, 1.78, 3.32], [1.22, -0.08, 2.14], [1.12, 0.76, 1.17], [0.53, -1.33, 2.03], [-0.07, -1.50, 0.84], [-0.72, -2.66, 0.63], [-0.87, -3.62, 1.61], [-0.25, -3.46, 2.85], [0.55, -2.31, 3.05], [2.86, -0.80, 5.06], [-1.16, -2.79, -0.35], [-1.47, -4.50, 1.41], [-0.37, -4.19, 3.63], [2.39, 0.06, -4.73], [1.39, -0.36, -3.64], [1.32, -1.89, -3.65], [0.01, 0.15, -4.06], [1.76, 0.29, -1.75], [2.41, 2.20, -1.95], [1.45, 2.99, -2.85], [2.35, 2.88, -0.57], [3.82, 2.42, -2.50], [3.41, -0.76, -1.12], [2.96, -2.13, -0.60], [4.49, -1.01, -2.18], [4.09, -0.07, 0.06], [2.13, -0.41, -5.68], [3.39, -0.25, -4.47], [2.39, 1.13, -4.88], [0.90, -2.25, -4.59], [0.69, -2.23, -2.83], [2.30, -2.34, -3.53], [-0.33, -0.34, -4.97], [0.03, 1.22, -4.25], [-0.73, -0.02, -3.27], [0.43, 2.87, -2.52], [1.53, 2.67, -3.89], [1.70, 4.05, -2.82], [1.35, 2.84, -0.17], [2.64, 3.93, -0.66], [3.02, 2.41, 0.13], [3.96, 1.90, -3.45], [4.58, 2.07, -1.80], [3.99, 3.48, -2.67], [2.45, -2.71, -1.36], [2.27, -2.01, 0.24], [3.82, -2.71, -0.24], [4.13, -1.67, -2.96], [5.36, -1.48, -1.72], [4.82, -0.08, -2.64], [3.35, 0.21, 0.80], [4.62, 0.83, -0.24], [4.81, -0.74, 0.53], [-1.61, -0.44, -1.13], [-2.78, -0.76, -1.48], [-3.13, -2.01, -2.19], [-4.40, -2.57, -2.01], [-4.76, -3.72, -2.68], [-3.88, -4.34, -3.56], [-2.61, -3.81, -3.72], [-2.24, -2.67, -3.03], [-3.95, 0.11, -1.21], [-4.22, 0.58, 0.07], [-5.34, 1.35, 0.31], [-6.22, 1.65, -0.71], [-5.96, 1.19, -2.00], [-4.82, 0.44, -2.25], [-5.09, -2.10, -1.33], [-5.75, -4.14, -2.53], [-4.18, -5.23, -4.10], [-1.91, -4.28, -4.39], [-1.25, -2.25, -3.16], [-3.55, 0.31, 0.88], [-5.51, 1.72, 1.31], [-7.11, 2.24, -0.52], [-6.64, 1.43, -2.80], [-4.62, 0.09, -3.25]], "gap_ev": [6.0, 5.3], "energy_ha": -4699.17771, "multiplicity": 2, "de_lowest_kj_mol": 34.8, "largest_force_ev_per_a": 1.9, "s_squared": 0.804, "charge": -2}

[2]
{"formula": "C14H22ClO2PTi", "method": "the ωB97M-V functional and the def2-TZVPD basis", "elements": ["Cl", "C", "C", "C", "H", "C", "C", "H", "H", "H", "C", "Ti", "C", "O", "C", "O", "H", "H", "H", "C", "C", "P", "C", "C", "C", "C", "H", "H", "H", "H", "H", "H", "H", "H", "H", "H", "H", "H", "H", "H", "H"], "positions_angstrom": [[-0.23, -3.84, -1.06], [2.15, 0.57, -0.71], [1.22, 1.66, -1.05], [0.23, 1.14, -1.93], [1.36, 2.72, -0.78], [0.52, -0.25, -2.18], [1.71, -0.60, -1.43], [2.18, -1.58, -1.48], [3.09, 0.70, -0.18], [-0.54, 1.70, -2.45], [-0.20, -1.14, -3.16], [0.15, -0.13, -0.07], [-1.83, 0.66, 0.09], [-2.92, 0.89, 0.39], [0.24, -2.21, 0.92], [0.04, -2.92, 1.80], [-1.25, -0.82, -3.27], [-0.15, -2.18, -2.79], [0.33, -1.04, -4.13], [3.32, 0.10, 3.21], [1.85, 0.18, 3.59], [0.65, 0.68, 2.31], [-0.92, 0.54, 3.28], [-0.96, 1.08, 4.68], [1.14, 2.47, 2.06], [1.39, 3.32, 3.28], [3.57, -0.62, 2.41], [3.90, -0.19, 4.11], [3.71, 1.08, 2.90], [1.46, -0.77, 4.02], [1.67, 0.95, 4.34], [-1.73, 0.89, 2.65], [-0.99, -0.54, 3.32], [-0.83, 2.16, 4.85], [-1.93, 0.82, 5.14], [-0.23, 0.58, 5.34], [2.07, 2.35, 1.51], [0.38, 2.90, 1.39], [2.22, 2.95, 3.91], [1.73, 4.29, 2.90], [0.53, 3.52, 3.94]], "gap_ev": 4.9, "energy_ha": -2347.43915, "largest_force_ev_per_a": 7.2, "charge": 2}

[3]
{"formula": "C4H11BeO3", "method": "the ωB97M-V functional and the def2-TZVPD basis", "elements": ["O", "C", "C", "O", "C", "Be", "H", "H", "H", "H", "H", "H", "H", "O", "H", "C", "H", "H", "H"], "positions_angstrom": [[0.25, 1.95, -0.60], [-1.09, 1.84, -0.20], [-1.32, 0.45, 0.37], [-0.90, -0.50, -0.60], [-1.00, -1.84, -0.16], [0.45, 0.20, -1.29], [-1.79, 2.02, -1.04], [-1.34, 2.58, 0.58], [-2.38, 0.29, 0.62], [-0.69, 0.32, 1.27], [-2.04, -2.09, 0.09], [-0.65, -2.49, -0.98], [-0.36, -2.00, 0.73], [1.16, 0.19, -0.05], [1.03, 1.27, 0.34], [2.41, -0.41, 0.18], [2.33, -1.50, 0.02], [3.18, -0.03, -0.51], [2.75, -0.24, 1.22]], "gap_ev": [5.6, 9.8], "energy_ha": -399.35814, "multiplicity": 2, "de_lowest_kj_mol": 29.9, "largest_force_ev_per_a": 7.7, "s_squared": 0.750, "charge": 0}

[4]
{"formula": "C7H6IrO6S", "method": "the ωB97M-V functional and the def2-TZVPD basis", "elements": ["O", "C", "Ir", "O", "C", "C", "O", "C", "O", "C", "O", "C", "S", "C", "O", "H", "H", "H", "H", "H", "H"], "positions_angstrom": [[-0.42, -2.53, 2.36], [-0.33, -1.92, 1.43], [-0.06, -0.26, -0.61], [-0.94, -2.39, -2.56], [-0.60, -1.56, -1.80], [0.29, 1.39, -1.66], [0.50, 2.35, -2.25], [1.89, -0.65, -0.35], [3.02, -0.88, -0.25], [-1.83, 0.44, 0.05], [-2.87, 0.83, 0.37], [1.73, 3.21, 2.74], [0.61, 2.07, 1.94], [0.02, 1.13, 3.34], [-0.56, 2.86, 1.42], [2.44, 2.66, 3.34], [1.12, 3.91, 3.37], [2.24, 3.77, 1.95], [0.03, 1.79, 4.23], [-0.99, 0.77, 3.14], [0.71, 0.27, 3.51]], "gap_ev": [9.1, 6.2], "energy_ha": -1222.86013, "multiplicity": 5, "de_lowest_kj_mol": 0.0, "largest_force_ev_per_a": 11.3, "s_squared": 6.020, "charge": 3}

[5]
{"formula": "C6H9N", "method": "the ωB97M-V functional and the def2-TZVPD basis", "elements": ["C", "C", "C", "C", "C", "C", "N", "H", "H", "H", "H", "H", "H", "H", "H", "H"], "positions_angstrom": [[1.59, -0.80, -0.58], [0.10, -0.42, -0.95], [-0.89, 0.69, -0.36], [-0.23, 1.71, 0.53], [-1.29, -0.63, 0.14], [-0.84, -1.13, 1.40], [-0.34, -1.60, 2.33], [1.67, -1.83, -0.20], [2.15, -0.79, -1.54], [2.18, -0.16, 0.09], [-0.07, -1.03, -1.84], [-1.66, 1.12, -1.01], [0.37, 1.21, 1.29], [0.41, 2.28, -0.14], [-0.91, 2.41, 1.04], [-2.25, -1.04, -0.20]], "gap_ev": 10.2, "energy_ha": -288.69857, "de_lowest_kj_mol": 219.1, "largest_force_ev_per_a": 2.5, "charge": 0, "smiles": "C[C@@H]1[C@H](C)[C@@H]1C#N"}

[6]
{"formula": "C16H29AsF6NO6S3", "method": "the ωB97M-V functional and the def2-TZVPD basis", "elements": ["As", "F", "F", "F", "F", "F", "F", "C", "C", "C", "S", "O", "O", "C", "H", "H", "H", "H", "H", "H", "H", "H", "C", "C", "C", "S", "O", "O", "C", "H", "H", "H", "H", "H", "H", "H", "H", "C", "C", "C", "S", "O", "O", "C", "H", "H", "H", "H", "H", "H", "H", "H", "N", "C", "C", "C", "C", "H", "H", "H", "H", "H"], "positions_angstrom": [[-0.06, -0.34, -0.20], [-0.14, -1.14, -1.77], [1.42, -1.33, 0.17], [-0.05, 0.50, 1.36], [-1.62, 0.60, -0.61], [-1.00, -1.51, 0.61], [0.89, 0.95, -0.98], [5.95, 1.86, 2.67], [6.20, 1.44, 1.27], [6.18, 2.65, 0.36], [5.44, 4.07, 1.28], [4.29, 4.62, 0.59], [6.45, 5.04, 1.79], [4.79, 2.94, 2.56], [6.79, 2.20, 3.27], [5.50, 1.03, 3.22], [5.58, 0.58, 1.00], [7.19, 0.99, 1.25], [5.75, 2.51, -0.63], [7.21, 2.81, 0.03], [4.01, 2.38, 2.04], [4.33, 3.45, 3.41], [-2.67, 6.12, 2.71], [-2.31, 6.45, 4.19], [-1.57, 7.68, 4.25], [-0.58, 7.78, 2.70], [0.81, 7.65, 3.15], [-1.03, 8.98, 1.97], [-1.31, 6.24, 2.00], [-3.48, 6.73, 2.32], [-3.14, 5.13, 2.75], [-1.72, 5.58, 4.46], [-3.17, 6.55, 4.85], [-0.81, 7.83, 5.01], [-2.17, 8.59, 4.16], [-0.66, 5.37, 2.13], [-1.41, 6.42, 0.93], [-5.33, -4.05, -3.73], [-3.86, -4.71, -3.46], [-3.24, -5.21, -4.75], [-3.72, -3.78, -5.88], [-4.31, -4.29, -7.11], [-2.60, -2.83, -6.07], [-5.08, -2.99, -4.86], [-5.68, -3.43, -2.91], [-6.04, -4.86, -3.86], [-3.75, -5.42, -2.65], [-3.25, -3.89, -3.06], [-3.73, -6.05, -5.23], [-2.16, -5.35, -4.75], [-5.85, -2.76, -5.59], [-4.60, -2.09, -4.49], [0.53, -6.63, -0.09], [0.20, -7.51, 0.92], [-0.10, -8.73, 0.33], [0.34, -8.65, -0.98], [0.60, -7.30, -1.22], [0.78, -5.66, -0.01], [0.11, -7.19, 1.95], [-0.58, -9.55, 0.83], [0.34, -9.59, -1.52], [1.09, -6.88, -2.10]], "gap_ev": 8.8, "energy_ha": -5162.87225, "largest_force_ev_per_a": 3.7, "charge": -1}

[7]
{"formula": "C3H11NOS2", "method": "the ωB97M-V functional and the def2-TZVPD basis", "elements": ["C", "N", "C", "C", "S", "S", "H", "H", "H", "H", "H", "H", "H", "H", "H", "O", "H", "H"], "positions_angstrom": [[0.02, 2.89, -0.36], [-0.39, 1.50, -0.60], [-0.90, 0.79, 0.58], [-0.41, -0.64, 0.67], [-1.05, -1.76, -0.65], [-3.08, -1.35, -0.38], [-0.57, 3.58, -0.97], [-0.01, 3.19, 0.69], [1.05, 3.06, -0.69], [-1.12, 1.44, -1.29], [-2.00, 0.72, 0.62], [-0.70, 1.30, 1.51], [0.66, -0.75, 0.61], [-0.81, -1.14, 1.56], [-3.51, -2.49, -0.93], [4.41, -3.30, -0.47], [3.51, -3.51, -0.23], [4.92, -3.55, 0.32]], "gap_ev": 8.6, "energy_ha": -1047.23362, "de_lowest_kj_mol": 88.6, "largest_force_ev_per_a": 1.2, "charge": 0, "smiles": "CNCCSS.O"}

[8]
{"formula": "C2H6O2", "method": "the ωB97M-V functional and the def2-TZVPD basis", "elements": ["O", "C", "C", "O", "H", "H", "H", "H", "H", "H"], "positions_angstrom": [[0.80, 0.78, 1.05], [0.71, -0.50, 0.48], [-0.61, -0.67, -0.31], [-0.80, 0.32, -1.31], [0.01, 0.99, 1.65], [1.44, -0.46, -0.30], [0.80, -1.37, 1.12], [-1.42, -0.61, 0.44], [-0.63, -1.59, -0.86], [-0.74, 1.28, -0.96]], "gap_ev": 10.8, "energy_ha": -230.24662, "de_lowest_kj_mol": 89.3, "largest_force_ev_per_a": 2.7, "charge": 0, "smiles": "OCCO"}